Record 1
Density functional theory data (wB97M-V/def2-TZVPD) for a 15-piece molecular cluster, C75H75N15 overall in a non-equilibrium geometry.

XYZ file:
```
165
Properties=species:S:1:pos:R:3:forces:R:3
N 18.559650 14.239935 13.185805 0.2326 0.0997 0.5457
C 18.155800 14.957655 14.266015 1.7173 -1.4675 -0.6931
C 18.713150 14.689255 15.512975 -0.1118 -0.5966 0.5102
C 19.692420 13.711915 15.653805 0.6215 -0.2127 -0.8987
C 20.165940 13.019915 14.512665 -0.3463 0.9086 1.6992
C 19.541710 13.292805 13.340945 -1.1692 1.3592 -0.9518
H 17.494300 15.803705 14.151905 -0.2987 -0.1734 -0.2731
H 18.337880 15.183905 16.396655 0.0914 0.2934 0.0365
H 20.186210 13.531315 16.597185 -0.2035 0.0494 0.2488
H 21.026540 12.367465 14.521255 -0.1187 -0.1879 0.2400
H 19.906770 12.791335 12.456835 -0.3890 0.0739 -0.4286
N 13.844530 9.728305 16.809665 0.2004 -0.1164 1.8537
C 14.054150 8.451115 17.275975 1.2625 2.4634 0.3626
C 14.813930 8.232495 18.436665 -0.5517 0.5778 -0.1219
C 15.338520 9.322275 19.167105 -1.6029 -1.3913 -0.0107
C 14.973580 10.600065 18.803815 0.2297 0.1279 -0.8672
C 14.234880 10.775545 17.629325 0.1300 -2.0596 -1.2689
H 13.731420 7.621425 16.664545 -0.2697 0.0655 -0.0817
H 14.870020 7.222315 18.814535 0.4028 -0.0764 0.0094
H 15.765630 9.106105 20.135225 0.5291 0.1502 -0.0838
H 15.351610 11.447185 19.356875 -0.2409 0.1756 0.0964
H 14.029480 11.754155 17.221235 -0.1314 0.1744 0.0124
N 17.449500 16.349925 19.902895 -0.4486 -1.2176 1.8076
C 18.050340 15.930935 21.077905 -0.2383 -0.1250 -2.1646
C 18.497230 14.621005 21.301615 -1.1558 0.3021 -0.7095
C 18.110800 13.638885 20.374345 -0.1449 1.5052 -0.8026
C 17.415690 14.055525 19.190985 0.8869 -1.0865 2.0529
C 17.056180 15.385845 19.045095 1.1945 -0.0162 0.4880
H 18.161180 16.670825 21.856815 0.2897 0.3063 -0.1971
H 19.061710 14.428015 22.201905 -0.1415 -0.3049 0.0681
H 18.329810 12.599275 20.568395 0.1369 -0.0852 -0.2325
H 17.198900 13.276145 18.475465 -0.4144 0.1987 -0.2452
H 16.434950 15.645285 18.200605 0.1251 0.4634 -0.2170
N 19.008020 19.286885 10.170725 1.3337 -0.9193 0.2982
C 20.291220 19.449075 10.611655 -2.1375 0.4713 -0.2370
C 20.804480 18.770315 11.694665 0.7323 0.1737 -0.9787
C 20.042570 17.793485 12.253815 0.1147 -0.3090 1.5966
C 18.743990 17.610345 11.836185 -0.1169 -1.5023 0.8082
C 18.291600 18.288685 10.769905 0.0127 2.9742 -1.4814
H 20.875220 20.254395 10.191175 -0.1194 0.0890 -0.4059
H 21.805700 19.019235 12.013995 0.0631 -0.2038 0.2129
H 20.444660 17.302415 13.127645 -0.1951 -0.3891 0.0884
H 18.027710 16.950945 12.303655 0.3507 -0.3167 0.2456
H 17.260460 18.215865 10.457075 -0.0913 -0.2162 -0.2277
N 13.335290 17.871855 18.909805 0.0677 -1.1429 -0.0307
C 14.234810 17.039395 19.551335 -2.0383 0.4687 -1.4940
C 13.899830 15.725335 19.869825 0.0737 0.6104 0.4631
C 12.625190 15.278895 19.609905 -0.5193 -0.1361 -0.4384
C 11.723820 16.087525 18.918375 0.1214 -0.1508 0.1287
C 12.103540 17.370065 18.561915 2.0779 -0.3191 0.9800
H 15.250220 17.383905 19.680355 -0.0741 0.4103 0.2240
H 14.589680 15.072615 20.384095 0.2242 0.0338 -0.0372
H 12.372980 14.265405 19.884925 -0.2195 -0.0763 0.0935
H 10.741460 15.746065 18.627225 -0.0674 -0.1788 0.0151
H 11.423140 17.939755 17.946355 0.1482 0.5109 0.0922
N 15.082090 15.949985 9.938095 0.4734 -0.4114 -0.5168
C 15.773100 14.797955 9.632455 -2.2417 0.6038 0.8661
C 15.108120 13.585165 9.448935 0.3841 0.8016 -0.2850
C 13.715830 13.564755 9.447605 0.2435 0.5928 -0.4017
C 13.022900 14.750355 9.678355 0.4675 0.6496 -0.2447
C 13.734420 15.955045 9.926205 1.0092 -2.3959 -0.1551
H 16.850920 14.818335 9.566865 0.0885 0.4101 0.1169
H 15.706140 12.726735 9.180835 -0.1330 -0.2537 0.0909
H 13.215890 12.669865 9.107565 -0.2926 -0.1149 0.3333
H 11.952570 14.785735 9.538635 -0.1411 -0.0565 0.2347
H 13.200760 16.875895 10.109635 0.2042 0.2143 0.0653
N 13.644980 19.964835 12.854405 1.4676 -0.7153 -0.1534
C 12.467750 19.695815 13.343105 -0.9789 0.5967 0.4058
C 12.183930 19.767465 14.694255 -0.7265 -1.5153 0.6929
C 13.171210 19.919165 15.638455 1.0979 0.7117 -1.1152
C 14.466670 20.196645 15.137905 -0.9265 -0.9686 -0.3490
C 14.646950 20.114575 13.735495 -0.2623 1.0397 0.8286
H 11.686220 19.432445 12.645795 -0.1623 0.1436 -0.1574
H 11.224530 19.429465 15.057175 -0.3950 0.2202 -0.1904
H 12.932110 19.792265 16.683985 0.2584 0.2515 0.1723
H 15.253470 20.342235 15.863275 0.4084 0.0052 -0.3527
H 15.607460 20.245995 13.259525 0.2987 0.0943 0.2833
N 11.984870 10.398605 10.385555 0.5734 -0.0172 0.3685
C 11.487420 9.182235 10.491175 -1.4229 -0.8633 0.4898
C 11.709430 8.277795 11.551485 0.4551 1.8646 -0.3765
C 12.524530 8.765045 12.572315 0.6386 -1.3565 -0.1547
C 13.224000 9.957285 12.423915 -1.1498 0.2534 -0.4244
C 12.865530 10.727925 11.328795 0.4710 0.5733 0.1811
H 10.668190 8.991995 9.813625 0.1594 -0.4356 -0.5151
H 11.224040 7.313415 11.579395 -0.0328 0.0709 0.0872
H 12.678670 8.101855 13.410655 0.1622 0.1977 0.3490
H 13.886500 10.409185 13.147285 0.1008 -0.3920 0.2366
H 13.273410 11.725385 11.257345 0.2025 0.1508 -0.1203
N 11.081610 11.705045 21.087625 -0.8402 -0.8573 0.6112
C 10.431410 10.804965 21.899305 -0.0262 0.1965 -1.3217
C 9.356350 10.030285 21.486965 0.8896 0.6960 -1.3498
C 8.935000 10.138185 20.123455 0.4130 -0.5524 2.4882
C 9.632260 10.980405 19.288265 -0.8804 0.9886 0.2738
C 10.639240 11.801425 19.830475 0.2771 -1.2317 0.6554
H 10.774210 10.603095 22.903365 0.4509 0.6253 0.1275
H 8.971640 9.321815 22.205625 -0.4294 -0.0293 -0.1974
H 8.071270 9.523285 19.917855 -0.0126 0.1517 -0.8948
H 9.237110 11.215975 18.311145 0.3449 -0.2385 -0.2955
H 11.203840 12.463805 19.191035 -0.1658 0.2537 -0.1171
N 20.504900 13.381305 9.951235 -0.9264 2.6779 0.1812
C 21.556880 13.233075 9.169485 0.4438 -1.5463 0.3067
C 22.082890 14.178405 8.349355 -0.2766 2.1009 -1.1643
C 21.506950 15.448995 8.324155 0.3627 -0.1109 0.7768
C 20.443510 15.748895 9.183775 0.6567 -1.5918 -0.5496
C 19.975710 14.660245 9.941275 0.3282 -0.4326 -0.0507
H 22.062210 12.280345 9.227415 -0.1171 -0.3801 -0.0404
H 22.882560 14.052525 7.634455 0.2683 -0.6396 0.3385
H 22.039130 16.184635 7.739335 -0.4318 0.3277 -0.2217
H 20.003060 16.734955 9.193115 -0.1500 -0.0494 0.2921
H 19.154330 14.856945 10.614355 -0.1829 -0.3414 0.2031
N 14.085050 13.765285 15.486215 1.2755 0.3455 1.0833
C 14.182010 14.824125 16.323455 -1.2078 -0.8171 -1.0843
C 14.323680 16.111815 15.838535 0.4183 -0.4065 0.7236
C 14.660300 16.263435 14.513565 0.2138 0.6765 -0.5519
C 14.791580 15.158825 13.675465 0.2716 1.7245 0.4679
C 14.489790 13.959515 14.234275 -1.1700 -1.3123 -0.4238
H 13.949890 14.633395 17.360825 -0.0142 0.0049 0.1357
H 14.173170 16.922095 16.536515 0.2215 0.3406 -0.1502
H 14.843660 17.262155 14.145675 -0.0636 0.1637 -0.2103
H 15.091970 15.292435 12.646715 0.0063 -0.2111 -0.1008
H 14.429260 13.107355 13.573535 0.0961 -0.4127 0.0357
N 17.967470 18.924295 15.153615 -0.3392 -1.6507 0.1780
C 17.748910 18.863265 16.460525 -0.1940 0.8277 0.5083
C 18.236070 19.808725 17.338915 0.0970 0.3670 -0.0856
C 19.022550 20.840855 16.833685 0.1099 -0.3175 -0.1647
C 19.280920 20.881775 15.472025 0.0607 -0.8005 -0.7324
C 18.766210 19.842595 14.657175 -0.6812 1.0577 0.7714
H 17.082990 18.129185 16.889575 -0.1358 -0.4749 -0.4234
H 17.928990 19.779795 18.373935 0.2301 -0.0937 0.1380
H 19.459860 21.559935 17.510495 -0.1076 0.2565 -0.0641
H 19.870160 21.666945 15.021805 0.0919 0.0544 0.0637
H 18.789790 19.743705 13.581975 0.7427 0.6956 -0.1753
N 16.561580 9.023985 12.412565 -0.0252 0.9155 0.3701
C 16.429500 9.048875 13.783525 0.5834 0.3911 -2.5432
C 16.504490 10.219045 14.510665 0.2045 1.0035 -0.1388
C 16.772460 11.419175 13.825685 0.0530 -0.7755 -0.8705
C 16.920720 11.393635 12.430435 0.0169 -0.0077 0.9602
C 16.786320 10.195785 11.746215 -0.5995 -0.8818 1.8256
H 16.321280 8.070825 14.228625 -0.1769 0.0118 0.1866
H 16.386180 10.214205 15.584155 -0.0443 -0.0372 0.0762
H 16.903920 12.390685 14.278775 -0.1036 -0.1323 0.5426
H 17.190860 12.316805 11.939335 -0.1278 0.0567 -0.2543
H 16.803830 10.227005 10.666815 0.1589 -0.5814 -0.1335
N 9.461180 12.702585 16.287915 0.5826 -0.3511 -0.4331
C 10.799280 12.483375 16.143115 -1.5354 -0.1260 -1.1350
C 11.325750 11.901755 14.992885 -0.3272 -0.2196 0.3789
C 10.436910 11.453915 14.009425 1.8239 0.2914 0.0427
C 9.114850 11.721335 14.128875 -0.9834 0.5086 -0.4312
C 8.645360 12.346345 15.265375 1.0641 0.7887 1.0988
H 11.480780 12.828485 16.906565 -0.1588 0.1134 0.2810
H 12.402360 11.847215 14.927065 0.0413 -0.2948 -0.2142
H 10.778440 11.013655 13.084265 0.2711 -0.0702 0.0339
H 8.529780 11.614995 13.227325 -0.5682 -0.3522 0.2573
H 7.627520 12.695565 15.357265 -0.2035 -0.2286 0.0599
N 9.857010 16.791505 15.792105 0.7747 -0.3060 -2.2232
C 8.893990 17.442515 15.123945 0.1210 1.2987 1.6248
C 8.881680 17.814085 13.789495 1.1284 -1.6447 -1.2010
C 9.883350 17.237795 13.020445 1.5528 -0.8201 0.4339
C 10.902150 16.422465 13.621205 -1.4618 0.9407 -0.0924
C 10.866380 16.288185 14.991655 -1.3070 0.4229 1.2830
H 8.186090 17.919415 15.785655 -0.5366 -0.2475 0.0938
H 8.127120 18.347305 13.230275 -0.2732 0.3318 0.6925
H 9.969540 17.442865 11.963595 -0.2027 -0.0539 -0.1764
H 11.666020 15.903215 13.061485 0.0940 0.2466 -0.2048
H 11.638240 15.786045 15.555995 0.1335 -0.2340 -0.1694
```
Positions in Å, forces in eV/Å.

E in eV: -101338.173
ΔE to the lowest compared entry with this formula, charge and spin in kcal per mole: 47.2
Orbital gap in eV: 9.624
HOMO energy in eV: -9.26

---

Record 2
Density functional theory data (wB97M-V/def2-TZVPD) for a 2-piece molecular cluster, C11H15N overall in a non-equilibrium geometry.

XYZ file:
```
27
Properties=species:S:1:pos:R:3:forces:R:3
C -0.265189 1.514804 2.641139 0.0450 -1.2946 0.5952
C 0.422241 0.563405 1.697593 -0.0983 0.7689 0.3828
C 1.177384 -0.504037 2.056011 0.1978 -0.6905 0.0870
N 1.684942 -1.120777 0.934666 -0.0821 0.2739 -0.4489
C 1.266162 -0.416626 -0.164195 -0.0111 -0.5774 -0.2795
C 1.474482 -0.720910 -1.508110 0.2880 0.2026 -0.0050
C 1.003849 0.200381 -2.411603 -0.6458 0.3784 -0.1052
C 0.361800 1.378087 -1.970785 -0.7198 0.3751 -0.1346
C 0.029832 1.613733 -0.655462 0.7990 -0.5741 0.5622
C 0.482498 0.657497 0.270972 0.2867 0.2758 0.1116
H -0.790433 0.896604 3.383831 -0.0863 0.2674 -0.0993
H -1.009425 2.135801 2.168244 -0.0281 0.3055 -0.2249
H 0.446816 2.091003 3.222141 0.0730 0.4325 -0.1603
H 1.440961 -0.918981 3.014418 -0.2074 0.1601 0.1894
H 2.175439 -1.991639 0.864485 0.0422 -0.0246 0.3061
H 2.042054 -1.603490 -1.780524 -0.1676 -0.0089 -0.1838
H 0.972712 0.055452 -3.486011 0.5816 -0.2270 0.0971
H 0.046880 2.090776 -2.719615 -0.0251 0.0392 -0.1149
H -0.460339 2.492848 -0.247899 -0.1122 0.0271 -0.5496
C -3.523113 -1.461094 -0.822371 0.2926 0.0769 0.7456
C -2.151765 -1.052254 -0.293327 0.4264 -0.1249 -0.8854
H -4.107566 -0.560344 -1.005843 -0.0484 -0.0494 -0.3354
H -3.462770 -2.082117 -1.716302 -0.1109 0.0530 0.0701
H -4.037408 -1.985779 -0.022161 -0.2952 -0.3415 -0.1251
H -1.558502 -0.623429 -1.103467 -0.1297 0.4177 0.1008
H -1.505288 -1.868504 0.033611 -0.3875 -0.2667 0.2905
H -2.250143 -0.334889 0.512956 0.1233 0.1254 0.1136
```
Positions in Å, forces in eV/Å.

E in eV: -13140.442
ΔE to the lowest compared entry with this formula, charge and spin in kcal per mole: 8.1
SMILES: Cc1c[nH]c2ccccc12.CC
Orbital gap in eV: 8.734
HOMO energy in eV: -7.82

---

Record 3
Density functional theory data (wB97M-V/def2-TZVPD) for an isolated ion of composition CH4NO and charge -1 in a non-equilibrium geometry.

XYZ file:
```
7
Properties=species:S:1:pos:R:3:forces:R:3
N 0.951168 -0.561690 -0.089136 -0.9228 1.3480 0.5057
C -0.479617 0.485247 -0.184398 0.4041 -2.6603 -0.8072
O -0.896609 0.887211 0.950645 0.1174 0.5471 0.4710
H 0.570195 -1.485662 0.126931 -0.1907 0.1328 -0.1178
H 1.106530 -0.193443 0.852760 0.5743 -0.1821 -0.0161
H -1.092450 -0.322973 -0.687468 -0.2320 0.4813 -0.1455
H -0.159217 1.191310 -0.969334 0.2497 0.3332 0.1099
```
Positions in Å, forces in eV/Å.

E in eV: -4638.536
ΔE to the lowest compared entry with this formula, charge and spin in kcal per mole: 10.7
SMILES: NC[O-]
Orbital gap in eV: 7.752
Charge: -1
HOMO energy in eV: -2.49

---

Record 4
Density functional theory data (wB97M-V/def2-TZVPD) for Cl2F2 as an isolated structure in a non-equilibrium geometry.

XYZ file:
```
4
Properties=species:S:1:pos:R:3:forces:R:3
F 0.531020 0.338352 0.237809 13.4227 -3.4002 3.9677
F -0.825909 0.815949 -0.163402 -16.5447 3.5693 -3.5490
Cl 1.880591 -0.459676 -0.074395 3.4791 -1.6803 -0.0189
Cl -1.585703 -0.694625 -0.000011 -0.3571 1.5112 -0.3998
```
Positions in Å, forces in eV/Å.

E in eV: -30470.669
ΔE to the lowest compared entry with this formula, charge and spin in kcal per mole: 107.6
Orbital gap in eV: 8.683
HOMO energy in eV: -10.55

---

Record 5
Density functional theory data (wB97M-V/def2-TZVPD) for an isolated molecule of H2NO4P in a non-equilibrium geometry.

XYZ file:
```
8
Properties=species:S:1:pos:R:3:forces:R:3
O -2.435244 -0.491180 0.232726 -0.6977 -0.9855 -0.1331
N -1.532062 0.270381 0.342098 -1.2725 0.4372 0.4013
P 0.049746 -0.074252 -0.213277 2.4781 0.8236 1.1380
O 0.361082 -0.076928 -1.618206 -0.4311 -0.5374 -1.8824
O 0.621676 1.250918 0.453687 0.8346 1.3150 -1.2113
O 0.646411 -1.238586 0.668735 -1.4389 0.0841 0.5049
H 0.767229 1.893735 -0.308006 -0.1200 -0.9741 1.5215
H 1.521164 -1.534091 0.442244 0.6474 -0.1629 -0.3391
```
Positions in Å, forces in eV/Å.

E in eV: -19000.685
ΔE to the lowest compared entry with this formula, charge and spin in kcal per mole: 9.4
SMILES: O=NP(=O)(O)O
Orbital gap (alpha / beta) in eV: 8.614 / 8.545
HOMO energy (alpha / beta) in eV: -9.88 / -9.80

---

Record 6
Density functional theory data (wB97M-V/def2-TZVPD) for a 2-piece molecular cluster, C6H9N3O2 overall in a non-equilibrium geometry.

XYZ file:
```
20
Properties=species:S:1:pos:R:3:forces:R:3
C 1.488724 0.778460 0.323085 -0.4171 1.6378 2.5508
C 1.649705 -0.653272 -0.116979 0.5010 -2.2258 0.3242
C 0.364986 0.675099 1.449475 1.4380 -0.7054 3.5060
C -0.998809 0.312120 0.936839 -1.6064 -1.7141 -2.0547
C -1.704317 -0.903900 0.806011 0.8619 -1.2898 -1.5980
C -2.229065 0.348267 -0.953334 -0.7589 1.7117 1.1992
H 0.126453 1.999265 -0.656498 2.0098 -0.4145 0.3221
H 1.528516 2.015228 -1.600900 -0.1039 -1.3218 2.8125
H 2.333109 1.163363 1.028885 -0.6311 -1.4175 -1.5508
H 0.542533 1.432106 2.316391 -1.0676 -0.1925 -2.1947
H 0.760487 -0.169730 2.106577 -0.7826 0.4663 -1.2032
H -1.660609 -1.955657 1.122491 0.4747 0.9737 0.7623
H -2.941741 0.678743 -1.743270 1.3264 0.1730 0.4442
H -2.562463 -2.004325 -1.399990 0.2743 4.0887 4.0000
H 2.204635 -1.792168 -1.578165 -1.5843 3.6296 0.4153
N 1.188104 1.863112 -0.577510 -1.9229 1.3621 -2.7864
N -1.499173 1.079873 -0.100787 -0.5041 0.6320 -1.9086
N -2.462818 -0.851800 -0.414976 0.5783 -3.9902 -1.4744
O 1.616390 -1.645328 0.629818 0.3745 2.2197 -1.8132
O 1.840978 -0.772892 -1.456468 1.5398 -3.6229 0.2474
```
Positions in Å, forces in eV/Å.

E in eV: -14928.774
ΔE to the lowest compared entry with this formula, charge and spin in kcal per mole: 124.9
Orbital gap in eV: 7.835
HOMO energy in eV: -8.75